DFT (ωB97M-V/def2-TZVPD) results for an isolated molecule of C6H8O4.

Geometry as XYZ:
```
18
C6H8O4 ωB97M-V/def2-TZVPD
C 3.6789 -0.8346 -0.0842
C 3.2738 0.2619 0.1682
O 2.8196 1.4663 0.4423
C 1.6300 1.7448 -0.2606
O 1.6396 2.0838 -1.3933
O 0.5495 1.6938 0.5301
C 0.0214 0.3639 0.6827
O -1.3212 0.5116 0.9613
C -2.0573 -0.6584 0.5974
C -2.5777 -0.5692 -0.8438
H 3.9722 -1.7838 -0.4627
H 0.5598 -0.1564 1.4849
H 0.1954 -0.1854 -0.2543
H -2.8920 -0.7414 1.2922
H -1.4516 -1.5578 0.7401
H -1.8925 0.0641 -1.4094
H -2.5696 -1.5543 -1.3102
H -3.5781 -0.1487 -0.8808
```

The LUMO energy comes out at 0.772 eV. The SMILES is C#COC(=O)OCOCC. The HOMO-LUMO gap comes out at 10.866 eV. For the highest occupied orbital energy, the calculation gives -0.3709 Eh. The calculation puts the energy relative to the best compared isomer or geometry (same formula, charge and spin) at 95.0 kcal/mol.



DFT (ωB97M-V/def2-TZVPD) results for a structure of composition C36H47F2N5OSSi2Y in a non-equilibrium geometry.

Geometry as XYZ:
```
95
C36H47F2N5OSSi2Y ωB97M-V/def2-TZVPD
Y -0.9327 -0.0491 0.7013
F 4.1996 -0.4929 2.7297
C 3.1242 0.3331 2.6083
C 2.1255 -0.0344 1.7510
C 0.9924 0.7425 1.7758
C 0.8794 1.9568 2.5138
C 2.0152 2.3637 3.2421
F 2.0376 3.5725 3.8866
C 3.0806 1.4631 3.4116
C -0.3998 2.6456 2.5093
C -0.7545 3.7302 3.3854
C -2.0638 4.2033 3.4132
C -3.0110 3.7123 2.4939
C -2.6057 2.7051 1.6208
N -1.3905 2.1399 1.7030
H 2.2842 -0.9185 1.1508
H 3.9589 1.6655 4.0217
H 0.0624 4.1902 4.0042
H -2.3267 4.9528 4.1312
H -3.9448 4.1947 2.3635
H -3.2342 2.3824 0.8003
C 1.2437 2.8449 -2.3079
Si 2.6831 1.6846 -1.8348
C 3.3522 2.6206 -0.3277
C 3.9794 1.9184 -3.1142
C 2.3545 -0.1608 -1.6361
C 1.0638 -0.7046 -1.8802
C 0.6355 -0.7643 -3.2703
C -0.4915 -1.4777 -3.6223
C -1.1341 -2.2758 -2.6398
C -0.6647 -2.2110 -1.3537
N 0.2488 -1.2668 -0.9363
Si 3.7979 -1.3247 -1.4072
C 4.2877 -1.9335 -3.0725
C 5.2246 -0.4734 -0.5844
C 3.6295 -2.9600 -0.4226
H 1.6713 3.8340 -2.5525
H 0.5925 3.0073 -1.4529
H 0.6644 2.5220 -3.2028
H 3.3641 3.7105 -0.6355
H 4.3876 2.3525 -0.0096
H 2.6280 2.4918 0.4841
H 4.2627 3.0003 -3.1542
H 3.5499 1.6319 -4.1031
H 4.8687 1.2830 -2.9779
H 1.2142 -0.2141 -4.0430
H -0.8170 -1.5000 -4.6717
H -2.0444 -2.8759 -2.8879
H -1.0827 -2.8809 -0.5717
H 5.2950 -2.3902 -2.9671
H 4.3261 -1.0479 -3.7503
H 3.6070 -2.6824 -3.4762
H 5.3939 0.5508 -0.9471
H 6.1693 -1.0418 -0.8096
H 5.1214 -0.4931 0.5311
H 4.5760 -3.4759 -0.5618
H 2.8585 -3.6401 -0.8498
H 3.5001 -2.7957 0.6637
C -2.4635 1.5829 -4.6288
N -3.0109 0.4997 -3.8350
C -4.0236 -0.3976 -4.2489
C -4.4306 -1.0754 -3.1885
N -3.7925 -0.5530 -2.0350
C -2.8935 0.4042 -2.4593
S -1.8427 1.3596 -1.6009
C -4.1634 -0.8585 -0.6908
C -5.3742 -1.5209 -0.4043
C -5.7910 -1.6408 0.9012
C -4.9191 -1.1647 1.8971
C -3.7177 -0.5770 1.5663
N -3.3020 -0.4603 0.2618
H -3.1440 2.4834 -4.5916
H -2.3614 1.3655 -5.6750
H -1.5252 1.9076 -4.1970
H -4.3121 -0.5064 -5.2883
H -5.1145 -1.8927 -3.0907
H -5.9527 -1.9479 -1.2239
H -6.7064 -2.1326 1.2050
H -5.2949 -1.1972 2.9344
H -2.9599 -0.2941 2.2957
C -1.6836 -0.3727 4.7129
C -0.6474 -1.2678 4.0644
O -0.9843 -1.6155 2.6974
C -1.0690 -3.0410 2.5121
C 0.3340 -3.6608 2.4948
H -1.5308 -0.4720 5.7972
H -2.7268 -0.7204 4.4349
H -1.5986 0.6809 4.4941
H -0.6090 -2.2280 4.6140
H 0.3415 -0.7657 4.0316
H -1.5505 -3.2617 1.5841
H -1.6717 -3.4520 3.3178
H 1.0916 -2.9825 2.0619
H 0.2991 -4.5599 1.9007
H 0.6882 -3.9857 3.5166
```

The LUMO energy (alpha / beta) comes out at -3.746 / -2.748 eV. As for the net charge: +1. The HOMO-LUMO gap (alpha / beta) comes out at 3.088 / 7.800 eV. For the highest occupied orbital energy (alpha / beta), the calculation gives -0.2512 / -0.3876 Eh. The calculation puts the energy relative to the best compared isomer or geometry (same formula, charge and spin) at 0.0 kcal/mol.



DFT (ωB97M-V/def2-TZVPD) results for a cluster of 2 separate species, C4H15N2O2 in total in a non-equilibrium geometry.

Geometry as XYZ:
```
23
C4H15N2O2 ωB97M-V/def2-TZVPD
N -1.2189 0.9349 -0.7735
C -0.1122 1.9598 -0.5592
C 0.9935 1.3913 0.3106
N 1.8553 0.5420 -0.4958
C 1.8303 -0.8991 -0.3708
C 0.8897 -1.6048 0.5723
O -0.2413 -2.0291 -0.1984
H -0.8448 0.1830 -1.3624
H -2.0695 1.3825 -1.1007
H -1.4077 0.5133 0.1384
H 0.3056 2.1984 -1.5327
H -0.5896 2.8864 -0.2516
H 1.5161 2.1619 0.8797
H 0.5033 0.8100 1.0556
H 2.7542 0.9700 -0.6238
H 1.4640 -1.3120 -1.3120
H 2.8390 -1.3196 -0.4349
H 0.5081 -0.9969 1.4008
H 1.3418 -2.4666 1.0586
H -0.9518 -2.2843 0.4060
H -3.4289 -1.5213 0.5407
H -3.1631 -0.5740 1.7343
O -2.7731 -0.9258 0.9188
```

The LUMO energy comes out at -3.159 eV. As for the net charge: +1. The HOMO-LUMO gap comes out at 9.136 eV. For the highest occupied orbital energy, the calculation gives -0.4519 Eh. The calculation puts the energy relative to the best compared isomer or geometry (same formula, charge and spin) at 42.0 kcal/mol.



DFT (ωB97M-V/def2-TZVPD) results for an isolated molecule of C14H14NO3P.

Geometry as XYZ:
```
33
C14H14NO3P ωB97M-V/def2-TZVPD
C 4.0339 -2.4878 1.4085
C 3.4300 -1.7567 0.6747
C 2.7102 -0.8611 -0.2302
C 3.2507 0.5882 -0.2173
C 2.3161 1.6448 0.3897
C 0.8836 1.5582 -0.0541
C 0.4732 1.2542 -1.2870
C -0.9838 1.2235 -1.5815
O -1.4468 1.5515 -2.6457
C -1.8678 0.7598 -0.4480
P -3.3988 -0.0886 -0.9382
C -3.7853 -1.2206 0.4577
C -2.6941 -1.2905 -2.1446
C -1.4511 1.1074 0.7657
O -2.2283 0.8605 1.9060
C -1.5644 0.3587 2.9046
N -1.0141 -0.1278 3.7905
C -0.1782 1.8771 0.9521
O -0.0381 2.6977 1.8226
H 4.4559 -3.2419 2.0286
H 2.8002 -1.2710 -1.2390
H 1.6514 -0.9121 0.0270
H 4.1712 0.6067 0.3642
H 3.5258 0.8849 -1.2300
H 2.6829 2.6308 0.0861
H 2.3632 1.6462 1.4788
H 1.1783 1.0562 -2.0855
H -4.5334 -0.7824 1.1127
H -4.1901 -2.1316 0.0155
H -2.9124 -1.5100 1.0435
H -1.8050 -1.7746 -1.7274
H -3.4294 -2.0676 -2.3395
H -2.4052 -0.7820 -3.0605
```

The LUMO energy comes out at -1.481 eV. The SMILES is C#CCCCC1=CC(=O)C(P(C)C)=C(OC#N)C1=O. The HOMO-LUMO gap comes out at 7.496 eV. For the highest occupied orbital energy, the calculation gives -0.3299 Eh.